{
  "formula": "C48H127F3N11O13Zn",
  "method": "ωB97M-V/def2-TZVPD",
  "spin_multiplicity": 2,
  "total_charge": 0,
  "lumo_ev": [0.381, 0.263],
  "total_energy_ha": -5563.9794,
  "gap_ev": [6.535, 9.085],
  "species": ["Zn", "C", "O", "O", "C", "F", "F", "F", "C", "C", "H", "H", "H", "H", "H", "H", "C", "C", "C", "O", "C", "N", "H", "H", "H", "H", "H", "H", "H", "H", "H", "H", "H", "C", "C", "C", "O", "C", "N", "H", "H", "H", "H", "H", "H", "H", "H", "H", "H", "H", "C", "C", "C", "O", "C", "N", "H", "H", "H", "H", "H", "H", "H", "H", "H", "H", "H", "C", "C", "C", "O", "C", "N", "H", "H", "H", "H", "H", "H", "H", "H", "H", "H", "H", "C", "C", "C", "O", "C", "N", "H", "H", "H", "H", "H", "H", "H", "H", "H", "H", "H", "C", "C", "C", "O", "C", "N", "H", "H", "H", "H", "H", "H", "H", "H", "H", "H", "H", "C", "C", "C", "O", "C", "N", "H", "H", "H", "H", "H", "H", "H", "H", "H", "H", "H", "C", "C", "C", "O", "C", "N", "H", "H", "H", "H", "H", "H", "H", "H", "H", "H", "H", "C", "C", "C", "O", "C", "N", "H", "H", "H", "H", "H", "H", "H", "H", "H", "H", "H", "C", "C", "C", "O", "C", "N", "H", "H", "H", "H", "H", "H", "H", "H", "H", "H", "H", "C", "C", "C", "O", "C", "N", "H", "H", "H", "H", "H", "H", "H", "H", "H", "H", "H"],
  "xyz": [[-0.19753, -3.31539, 3.36376], [-0.41823, -0.30850, 1.91883], [0.22673, -1.02287, 0.89732], [-0.57868, -1.33033, 2.89004], [0.22047, 1.04830, 2.40636], [-0.51625, 1.75061, 3.27819], [1.38174, 0.83410, 3.02886], [0.55587, 1.94279, 1.42775], [0.04394, -0.56722, -0.47618], [0.55972, -1.62367, -1.48283], [1.59772, -1.78830, -1.19380], [0.00484, -2.55232, -1.34939], [0.41446, -1.28284, -2.50795], [0.47958, 0.40208, -0.71864], [-1.02454, -0.52477, -0.68747], [-1.42375, -0.05626, 1.58211], [-0.70354, -5.82757, 0.54400], [-1.07052, -4.33966, 0.60354], [-2.39180, -4.16197, 1.39997], [-2.17599, -4.32572, 2.80434], [-3.36185, -4.76140, 3.41839], [-0.04704, -3.64269, 1.23318], [-0.26872, -6.21082, 1.46712], [0.07028, -6.06191, -0.18702], [-1.48505, -6.49865, 0.18762], [-1.27839, -3.90101, -0.37241], [-3.11001, -4.85645, 0.96413], [-2.79318, -3.16891, 1.19790], [-3.19419, -4.92432, 4.48303], [-3.54175, -5.71274, 2.91769], [-4.18618, -4.06024, 3.28822], [-0.07849, -2.66201, 0.99365], [0.79113, -3.89567, 0.72961], [-0.06649, 3.99294, -3.29373], [-1.06210, 2.95686, -2.82288], [-1.52726, 3.14216, -1.31207], [-2.18815, 1.95422, -0.93792], [-3.01417, 2.18813, 0.18279], [-2.25671, 3.08264, -3.66710], [-0.48375, 4.99824, -3.35161], [0.35457, 3.83854, -4.28719], [0.73394, 4.11632, -2.56422], [-0.55722, 1.99173, -2.86418], [-2.27902, 3.92915, -1.25186], [-0.78602, 3.48152, -0.58853], [-2.40178, 2.26131, 1.08153], [-3.64715, 1.32173, 0.37461], [-3.70630, 3.01780, 0.03888], [-1.97094, 2.81693, -4.59867], [-2.94263, 2.38250, -3.42337], [6.49978, 5.96592, -1.04948], [6.06152, 4.59578, -1.65804], [4.65454, 4.10496, -1.31871], [4.61383, 3.57962, -0.02478], [3.28720, 3.51172, 0.49944], [6.26345, 4.83443, -3.07941], [5.88139, 6.75430, -1.47862], [7.57093, 6.10727, -1.19352], [6.38839, 5.90817, 0.03328], [6.75698, 3.86856, -1.23902], [4.27052, 3.34037, -1.99402], [3.87748, 4.86132, -1.42919], [3.47403, 2.83127, 1.33021], [2.53287, 3.06548, -0.14861], [2.78838, 4.40824, 0.86758], [7.00954, 4.27619, -3.46907], [6.58015, 5.78846, -3.17746], [-7.14913, -0.42757, 5.57606], [-7.58102, -1.21140, 4.27543], [-6.40437, -1.74680, 3.31561], [-5.67216, -0.54462, 3.03688], [-4.24256, -0.61960, 2.81144], [-8.54744, -2.31554, 4.57765], [-7.99319, -0.33462, 6.25945], [-6.82397, 0.58042, 5.31851], [-6.45586, -1.05317, 6.13828], [-8.17301, -0.51215, 3.68493], [-6.69971, -2.32835, 2.44229], [-5.84907, -2.48483, 3.89444], [-3.72383, -0.94685, 3.71252], [-3.83002, 0.37472, 2.64048], [-3.91178, -1.28289, 2.01224], [-9.40553, -1.93998, 4.95546], [-8.85024, -2.72446, 3.70519], [-4.32030, -2.14986, -3.83749], [-4.16574, -1.15681, -2.64523], [-3.61282, -1.86028, -1.35324], [-4.40693, -2.84657, -0.68896], [-5.79726, -2.56206, -0.41565], [-3.26455, -0.07038, -3.07091], [-5.04293, -2.91487, -3.55349], [-3.36061, -2.62284, -4.04580], [-4.57791, -1.68353, -4.78841], [-5.14729, -0.77309, -2.36696], [-3.34445, -1.04914, -0.67639], [-2.63697, -2.26227, -1.62570], [-6.09153, -3.55941, -0.08886], [-6.28671, -2.43301, -1.38099], [-5.87430, -1.78985, 0.34978], [-2.74903, 0.17670, -2.23826], [-2.65719, -0.28722, -3.84821], [3.94727, 0.00195, 0.84303], [3.62005, -1.33320, 1.36020], [4.76497, -2.30338, 0.99783], [4.76959, -2.63084, -0.34906], [5.88450, -3.40253, -0.69186], [3.55594, -1.15229, 2.78921], [3.11077, 0.69547, 0.92902], [4.05258, -0.09079, -0.23789], [4.78870, 0.53941, 1.28033], [2.65081, -1.64562, 0.97153], [4.71854, -3.18636, 1.63525], [5.69785, -1.77875, 1.20423], [6.78008, -2.93529, -0.28233], [5.90122, -3.48746, -1.77843], [5.81066, -4.36057, -0.17725], [4.36189, -0.59807, 3.04095], [2.81353, -0.53469, 3.08505], [-2.40960, -0.11840, -6.35868], [-0.86576, 0.14621, -6.11919], [-0.33574, 1.51091, -6.70616], [-1.13170, 2.55316, -6.16801], [-1.10663, 3.73192, -6.90339], [-0.62491, 0.08765, -4.71504], [-2.61810, -1.17303, -6.17872], [-2.73700, 0.01587, -7.38964], [-3.07263, 0.44515, -5.70224], [-0.18363, -0.57333, -6.57203], [-0.52868, 1.44132, -7.77669], [0.73702, 1.64587, -6.56812], [-1.63662, 3.66326, -7.85339], [-0.08318, 4.07403, -7.05703], [-1.49422, 4.53684, -6.27890], [-1.01161, 0.96327, -4.39278], [0.37638, 0.20535, -4.65452], [2.31450, -2.84107, -4.91063], [2.56981, -1.67347, -5.85854], [3.17717, -0.51896, -5.16129], [2.14848, 0.22796, -4.47273], [2.74040, 1.13793, -3.57550], [3.39376, -2.17685, -6.94307], [2.24971, -3.80964, -5.40637], [1.40386, -2.54162, -4.39181], [3.13392, -2.91739, -4.19591], [1.65270, -1.41646, -6.38858], [3.65891, 0.18319, -5.84174], [3.94892, -0.90079, -4.49292], [1.90846, 1.26918, -2.88358], [2.99882, 2.02185, -4.15859], [3.59391, 0.71615, -3.04473], [4.32070, -2.44570, -6.64541], [2.91008, -3.02415, -7.20430], [5.44269, 5.37270, 3.57943], [4.09031, 5.19015, 4.30986], [4.18321, 4.38143, 5.66142], [4.12576, 2.93176, 5.54674], [2.97595, 2.39497, 4.89380], [3.57416, 6.51509, 4.66757], [5.32320, 5.85222, 2.60790], [5.98998, 4.44803, 3.39622], [6.20407, 5.91428, 4.14077], [3.32562, 4.74464, 3.67357], [3.36838, 4.62250, 6.34408], [5.03225, 4.77569, 6.21981], [2.01285, 2.58968, 5.36566], [3.02687, 1.30851, 4.82248], [2.84491, 2.65364, 3.84308], [2.71468, 6.30236, 5.15350], [3.23631, 6.88436, 3.79031], [3.38024, -6.16986, -0.11563], [2.93501, -5.25295, -1.18353], [2.23253, -6.07016, -2.31381], [3.25074, -6.66920, -3.16616], [2.93970, -7.15573, -4.48478], [2.11515, -4.29034, -0.58742], [2.58075, -6.77230, 0.31562], [3.83522, -5.69158, 0.75174], [4.06472, -6.92335, -0.50530], [3.75645, -4.71220, -1.65354], [1.86917, -5.28590, -2.97789], [1.45864, -6.79882, -2.07246], [2.05334, -7.78367, -4.39445], [3.68532, -7.79500, -4.95752], [2.81717, -6.39199, -5.25275], [1.54759, -3.83399, -1.28723], [2.71426, -3.57077, -0.20875], [-4.13867, 4.32342, 8.42865], [-4.41614, 4.19632, 6.95672], [-4.45148, 2.77496, 6.45330], [-3.15630, 2.19257, 6.66597], [-2.79172, 1.13606, 5.81539], [-5.67919, 4.86689, 6.83541], [-4.72519, 3.66737, 9.07184], [-4.25186, 5.33969, 8.80611], [-3.09368, 4.02419, 8.50958], [-3.71886, 4.80340, 6.37936], [-4.80356, 2.68968, 5.42525], [-5.15361, 2.17317, 7.03031], [-1.75098, 0.92078, 6.05753], [-2.86989, 1.38926, 4.75810], [-3.37357, 0.27410, 6.14186], [-5.86273, 4.89255, 5.84255], [-5.65748, 5.87191, 6.93312]],
  "atomic_forces_ev_per_a": [[0.1, 0.7, -0.4], [-1.8, -3.1, 1.9], [1.5, 2.1, -2.4], [0.3, 2.5, 0.0], [1.2, -0.1, 0.2], [-0.7, -0.6, -0.3], [0.4, -0.4, 0.4], [-0.7, -0.6, -0.4], [-0.8, -0.9, -0.7], [0.1, 0.6, 1.5], [0.2, -0.1, -0.7], [0.0, 0.0, -0.1], [0.2, 0.1, 0.1], [0.2, 0.1, 0.5], [-0.2, 0.5, 0.4], [-0.3, 0.6, -0.4], [0.4, -0.6, -1.0], [-2.5, -1.9, 0.4], [0.7, 0.5, -0.9], [0.4, 0.4, -0.9], [0.1, -0.7, 0.2], [1.8, 1.0, 0.8], [-0.4, 0.2, 0.3], [0.3, 0.6, -0.1], [-0.5, 0.2, 0.4], [-0.2, -0.4, -0.5], [-0.2, -0.3, 0.5], [0.0, 0.2, 0.2], [0.1, 0.1, -0.1], [-0.8, -0.2, 0.4], [-0.1, 0.0, -0.1], [-0.5, 0.5, 0.4], [0.9, -0.7, 0.4], [0.4, 1.0, 0.6], [-0.8, 1.0, 1.3], [-0.2, 0.4, -1.6], [-0.1, -0.1, 0.3], [-0.1, -1.0, 0.3], [0.3, -0.4, 0.3], [-0.5, 0.0, 0.1], [0.0, -0.5, 0.1], [0.4, -0.3, -0.1], [0.0, -0.4, 0.1], [-0.1, 0.4, -0.5], [0.7, -0.6, 0.0], [0.0, 0.6, 0.2], [0.0, -0.3, -0.4], [0.3, 0.4, 0.0], [-0.1, 0.2, -0.3], [-0.3, -0.2, 0.4], [-0.8, -1.4, 1.3], [0.8, 1.3, 0.3], [-0.5, 0.3, -0.5], [-0.7, 0.7, 0.5], [0.7, -1.2, 0.8], [-0.1, -0.5, -0.8], [0.2, 0.2, 0.1], [-0.1, 0.1, -0.4], [-0.3, 0.4, 0.1], [0.0, -0.3, -0.2], [0.6, -0.4, -0.6], [0.2, 0.8, 0.1], [-0.7, 0.1, 0.3], [0.3, -0.4, -0.5], [0.7, 0.7, 0.0], [-0.1, -0.3, 0.0], [-0.1, 0.0, -0.3], [-0.4, -1.5, -1.0], [-0.8, -0.2, -0.7], [-0.3, 1.3, 2.4], [0.8, -0.4, -0.8], [-0.4, -0.3, 0.9], [0.9, -0.1, 0.1], [-0.3, 0.0, -0.3], [0.4, -0.3, 0.1], [0.5, 0.4, -0.1], [0.4, 0.5, -0.3], [-0.6, 0.5, -0.4], [0.5, 0.2, 0.4], [-0.1, -0.3, 0.2], [-0.5, 0.1, -0.2], [-0.4, -0.1, -0.3], [0.1, 0.3, 0.3], [0.1, -0.2, -0.2], [0.1, 0.2, 1.0], [0.3, -1.1, -1.0], [-0.3, 0.7, -0.7], [0.7, 0.4, -0.7], [1.7, -1.3, -0.8], [-1.1, -0.3, 1.2], [0.0, -0.1, -0.3], [0.2, -0.2, 0.3], [-0.5, 0.3, 0.3], [-0.1, 0.3, -0.2], [-0.3, 0.4, 0.5], [-0.1, -0.7, 0.0], [-0.6, 0.3, 0.6], [-0.4, 0.7, 0.3], [-0.5, 0.1, -0.3], [0.6, 0.7, -0.3], [0.2, -0.5, 0.4], [-0.8, 1.6, -2.6], [0.7, 0.2, 0.6], [-0.5, 0.5, 1.1], [-1.0, 0.3, -0.9], [0.0, 0.0, 0.4], [0.2, -1.0, 1.6], [-0.3, -0.1, 0.3], [0.6, 0.4, -0.4], [0.3, -0.5, 0.0], [0.0, -0.3, 0.1], [-0.1, -0.3, 0.1], [0.3, 0.1, 0.4], [0.4, 0.2, -0.4], [0.2, -0.2, 0.2], [0.1, -0.5, -0.3], [0.5, -0.2, 0.2], [-0.5, -0.4, -0.4], [1.2, -0.4, -0.7], [-0.6, 1.1, -1.1], [-1.9, -1.2, -0.5], [0.4, -0.7, 0.0], [0.6, 1.1, 0.3], [-0.1, 0.1, 0.6], [0.2, -0.1, 0.3], [0.2, 0.4, -0.1], [0.3, 0.3, 0.0], [-0.6, -0.5, -0.4], [0.1, 0.2, -0.4], [0.1, 0.1, 0.4], [-0.1, -0.1, 0.0], [0.3, -0.2, -0.5], [-0.6, -0.2, 0.0], [-0.2, 0.1, 0.7], [0.2, -0.1, 0.7], [-0.5, 1.0, 0.8], [0.0, -1.8, -0.9], [-0.5, 1.3, -0.1], [1.7, -1.8, -0.4], [-1.1, 0.0, 0.0], [0.4, 0.4, -0.9], [-0.4, 0.2, -0.1], [-0.2, -0.8, 0.5], [0.0, 0.0, 0.2], [-0.2, 0.4, 0.5], [0.2, -0.1, -0.4], [0.0, 0.2, 0.5], [0.4, 0.9, 0.4], [0.2, 0.4, 0.5], [0.1, 0.0, 0.0], [0.2, -0.1, 0.2], [0.4, -0.2, -0.5], [0.1, -0.7, 0.1], [0.8, -0.3, 0.9], [-1.0, -0.3, -0.9], [0.5, 0.6, -0.5], [0.0, -0.2, -0.3], [-0.2, -0.1, 0.0], [-0.1, 0.1, 0.0], [-0.5, -0.5, -0.2], [-0.5, 0.5, 0.4], [0.4, -0.6, -0.3], [-0.6, 0.4, -0.3], [0.6, -0.9, -0.2], [0.0, 0.4, 0.5], [0.6, 0.0, 0.6], [0.4, 0.6, -0.1], [-0.3, 0.3, 0.4], [0.1, 0.6, -0.2], [1.1, -1.7, 1.0], [0.6, -2.0, -1.1], [1.2, 1.3, -2.2], [1.2, -0.5, 0.2], [-1.0, 0.0, 0.9], [-2.1, 1.4, 0.3], [-0.5, 0.3, -0.2], [0.2, 0.3, -0.2], [0.4, 0.1, 0.0], [0.4, -0.6, -0.4], [-1.1, 0.2, 0.1], [0.0, 0.1, 0.4], [-0.3, 0.1, -0.4], [0.6, 0.0, 1.0], [-0.5, 0.6, 0.3], [0.0, 0.2, -0.1], [0.1, 0.2, 0.1], [1.9, -0.7, 0.4], [-0.3, 1.5, 0.9], [0.4, -1.0, 0.6], [-0.3, 1.4, -0.3], [0.1, -0.1, 1.0], [-2.3, 0.0, -2.1], [-0.2, -0.1, -0.3], [0.0, 0.0, -0.3], [0.2, 0.1, 0.7], [0.9, -0.5, 0.0], [0.3, 0.2, -0.4], [-0.4, 0.1, 0.2], [0.0, 0.0, -0.2], [-0.2, -0.1, -0.1], [-0.2, -0.4, -0.7], [-0.8, -0.6, -0.6], [0.7, 0.2, 1.1]]
}